No. 1
71
Properties=species:S:1:pos:R:3:forces:R:3 method="wB97M-V/def2-TZVPD" relative_energy_kcal_mol=54.2 spin_multiplicity=4 gap_ev="5.23 / 5.61" total_charge=0 homo_energy_ev="-7.88 / -7.92"
H 1.5894 -0.3191 6.2116 -0.005 -0.001 0.042
H -2.4180 -5.1472 -1.7218 -0.035 -0.011 -0.001
H -2.2055 3.7927 0.0348 0.126 0.019 -0.005
H -0.3160 -0.0838 4.6669 -0.029 0.005 -0.028
C 0.8849 -0.0639 2.8788 0.068 -0.063 0.259
C -0.1176 8.1237 -0.3281 0.006 0.040 0.016
H 1.8785 4.4170 -0.5290 -0.006 -0.079 -0.019
C -1.9257 -4.5806 0.2846 0.013 -0.045 0.066
H -1.2661 -3.0418 -2.9365 0.012 0.038 0.003
H 1.6675 3.0549 -1.6718 0.011 0.014 0.050
C 0.1496 7.3724 -1.4620 0.032 0.035 -0.043
H -1.6836 -3.4435 -5.3418 -0.029 -0.002 0.002
C 0.3318 3.4326 2.0751 0.040 0.059 -0.009
C 2.2291 -0.1481 2.4043 -0.054 0.002 -0.134
H -1.1905 -7.2373 0.1645 0.040 -0.005 0.024
H 0.0445 -3.3504 -5.6799 0.054 -0.012 -0.025
H -0.7175 -5.2773 -1.3683 -0.037 0.007 0.066
H -0.8284 -1.9259 -5.1041 -0.005 -0.013 0.012
C 3.3075 -0.2917 3.3120 -0.094 -0.013 0.339
H -1.0059 8.1237 1.6238 0.001 0.024 0.019
H 0.5667 -2.3932 1.1028 0.017 0.196 0.020
C -1.2794 4.0045 -0.5075 -0.117 -0.186 -0.055
As 0.0789 2.8275 0.2513 0.030 -0.209 -0.009
C -0.4412 -3.3905 -3.5657 0.012 -0.021 0.005
S -3.6617 -1.4967 -2.7757 -0.129 -0.075 -0.170
C 0.6968 -0.1379 4.2928 0.011 0.009 -0.154
H 0.5683 4.4981 2.0852 -0.020 -0.077 0.008
H -1.6801 -7.5484 -1.4980 0.000 -0.024 -0.034
O -0.1433 0.0617 2.1260 -0.073 0.203 -0.561
H 0.6512 7.8241 -2.3074 0.010 0.016 -0.013
H 2.5590 2.8080 -0.1552 -0.040 0.011 -0.012
C 2.5558 -0.1151 1.0226 -0.247 0.019 -0.066
H 3.6190 -0.2345 0.7814 0.044 0.003 -0.051
C 1.7527 -0.2691 5.1442 0.083 -0.003 -0.074
Cr -0.2892 0.3468 0.1401 -0.007 0.829 0.578
C -0.2350 6.0436 -1.5223 -0.022 -0.075 0.004
C -0.7427 -3.0100 -5.0052 -0.051 0.014 -0.068
H -2.6193 -2.8353 -0.8488 0.085 -0.008 0.023
C 0.8701 -2.7878 -3.0852 -0.113 0.122 0.028
C -1.9793 -3.0811 -0.0001 0.103 0.190 0.126
C 1.1259 -2.9416 -1.5959 0.045 -0.098 0.253
C -0.8915 5.4448 -0.4494 0.041 0.018 0.009
C -1.7124 -5.4498 -0.9439 0.077 -0.016 -0.066
Cl 4.3779 -0.5124 5.7827 0.092 -0.011 0.040
H -2.3648 -2.5424 0.8692 0.064 0.020 -0.080
H -2.8768 -4.8611 0.7495 -0.016 0.022 -0.020
S -2.5093 0.3925 0.3134 0.166 -0.086 -0.139
H -1.1627 -4.8079 1.0398 0.013 -0.039 0.005
C 3.0747 -0.3454 4.6539 -0.021 0.014 -0.220
H 1.2050 -4.0037 -1.3160 0.035 -0.035 -0.053
H 0.1779 9.1623 -0.2828 0.011 0.044 0.004
C -0.7790 7.5402 0.7417 -0.009 0.038 0.044
H -2.8882 -7.1444 -0.2834 -0.048 0.010 0.011
H 1.7056 -3.2383 -3.6295 0.022 -0.021 -0.007
Sb -2.7692 0.4612 -2.1817 -0.082 -0.114 0.446
H -0.4068 -4.4796 -3.4623 0.003 -0.001 -0.017
S -3.5111 2.4714 -2.7958 -0.008 0.116 -0.081
Ge -0.1762 -2.3514 -0.2533 -0.264 -0.503 -0.735
C -1.1628 6.2104 0.6811 -0.016 -0.003 0.018
H 4.3157 -0.3580 2.9277 0.078 -0.003 -0.011
C -1.8762 -6.9267 -0.6255 0.016 -0.089 -0.025
H -1.4493 3.6560 -1.5304 0.044 0.030 0.108
H -0.0410 5.4631 -2.4165 0.001 -0.016 -0.013
H -1.6937 5.7643 1.5145 -0.005 -0.008 -0.007
C 1.7302 3.3396 -0.6214 -0.044 0.097 0.001
H -0.5791 3.2431 2.6426 0.034 -0.004 -0.023
H 1.1516 2.8666 2.5213 -0.053 0.033 -0.029
H 0.8797 -1.7234 -3.3316 0.011 -0.032 0.005
S -0.3632 0.3395 -2.1740 0.372 -0.363 0.196
H 2.0782 -2.4875 -1.3103 -0.073 0.033 0.028
O 1.7779 0.0306 0.0569 -0.172 0.033 0.196

***

No. 2
86
Properties=species:S:1:pos:R:3:forces:R:3 method="wB97M-V/def2-TZVPD" relative_energy_kcal_mol=11.0 spin_multiplicity=7 gap_ev="5.92 / 8.25" total_charge=+1 homo_energy_ev="-10.96 / -10.96"
C -12.0742 -8.7015 -3.4341 0.317 1.503 0.605
F -17.3335 -18.0350 -1.1414 0.156 0.166 0.629
O -15.3105 -15.2261 0.1627 -0.048 0.917 -0.281
H -20.4053 -9.5381 -0.3807 0.309 -0.566 0.126
H -20.0554 -14.1983 -1.0112 -0.391 -0.014 0.176
H -16.4460 -8.2852 1.5406 0.615 -0.127 -0.440
H -12.2628 -12.9848 3.4551 -0.022 0.000 -0.134
C -20.0952 -12.4657 0.3173 -0.307 0.551 0.152
H -10.3692 -16.3850 0.2425 -0.329 0.204 0.431
H -12.3445 -7.8772 -1.3059 -1.107 -0.267 0.948
H -14.5458 -14.3819 5.2166 0.664 1.412 0.351
H -15.6745 -13.1785 4.7550 -0.520 0.558 -0.010
I -12.1430 -16.7850 2.1962 -0.108 0.032 0.014
C -13.5960 -11.8518 6.3606 -1.460 1.771 0.250
H -21.8867 -11.2550 -0.2587 -0.239 0.740 0.724
H -11.6984 -9.1892 -4.2892 0.908 -0.071 -1.147
H -18.6931 -13.1913 -1.2416 0.099 0.425 0.071
H -14.4661 -13.8292 3.6578 -0.126 0.657 -0.223
H -18.7744 -14.2131 0.1900 -0.160 0.189 -0.157
H -13.0556 -12.6598 6.7998 0.542 -0.061 0.791
Eu -14.9256 -12.8939 -0.2234 -0.225 0.193 0.007
C -13.0819 -10.9533 -3.3926 1.177 -0.069 0.769
C -17.9400 -11.2354 0.9659 -1.281 -2.103 -0.257
C -19.3584 -13.5670 -0.4671 0.341 -0.492 0.340
C -16.2628 -14.3868 -4.0398 -0.437 -1.886 -0.990
S -16.1126 -10.8579 -1.8828 -0.328 -1.361 -0.009
H -21.2224 -12.2045 2.2261 0.765 -0.205 -0.459
S -15.3895 -16.4431 -0.6643 0.502 -0.115 0.583
C -19.4741 -9.9174 0.0366 -2.216 -1.521 -0.783
F -17.8316 -16.3703 0.1209 -1.069 0.938 0.557
C -13.2637 -8.3806 -0.9389 1.143 0.342 0.205
N -15.0120 -9.2847 0.0538 0.057 0.297 0.551
C -14.2805 -9.0087 -4.3176 -1.109 -2.094 1.045
C -14.9704 -9.8385 -1.1835 1.943 2.402 0.512
C -21.3182 -12.1169 -0.5230 1.606 1.068 -1.667
C -14.4158 -10.8168 2.7600 0.542 -1.073 0.679
C -11.4290 -16.1179 0.3508 0.899 -0.084 -1.323
H -21.9393 -12.9452 -0.3863 -1.193 -1.322 -0.430
C -12.2684 -12.4914 4.4178 -0.059 0.304 -0.078
S -13.3416 -11.5051 1.6323 0.084 -0.724 -1.115
O -14.3498 -17.3655 -0.4015 0.611 -0.491 -0.216
S -14.9532 -15.1596 -3.0510 -0.037 2.381 0.340
F -16.6979 -18.0065 0.9241 0.229 -0.336 0.925
H -13.9794 -11.4694 -3.4736 -1.769 -0.968 0.331
C -15.9180 -9.5055 3.7127 0.364 -1.303 0.366
H -13.8210 -9.2381 -5.2875 -0.102 0.477 0.281
H -12.5894 -11.2543 -4.3030 0.591 0.563 -0.415
C -13.7007 -12.2239 4.9179 0.137 0.113 -1.696
H -19.6051 -13.0650 2.3793 -1.169 0.023 -0.622
H -21.0202 -11.9381 -1.6151 -0.471 -0.614 1.399
H -14.5604 -7.9978 -4.1484 -0.139 0.985 -0.343
H -14.5707 -11.7333 6.8618 0.181 -0.583 -0.158
H -15.1886 -9.6509 -4.2243 0.412 0.638 -0.349
H -11.7048 -11.5350 4.3164 -0.248 -0.775 0.304
H -13.1855 -10.8269 6.4611 0.609 -0.841 0.117
C -14.6296 -13.4029 4.6575 0.105 -2.319 -0.370
C -15.2886 -10.2246 4.6776 -0.028 -0.130 0.914
H -11.8995 -16.5941 -0.5364 -0.295 0.603 0.895
N -15.3753 -9.9465 2.5133 -1.251 1.139 -0.726
O -14.5819 -13.8660 -2.3708 0.423 -1.307 0.718
H -18.0932 -8.2112 -0.0120 -0.439 -0.188 0.120
N -15.6981 -16.1729 -2.1653 -0.511 0.075 0.655
H -12.2592 -7.6281 -3.6608 0.007 -0.668 0.050
F -16.9977 -13.6589 -3.2118 -0.438 0.280 -0.528
C -18.3768 -9.2301 0.2256 1.505 1.857 0.500
O -13.9977 -15.7306 -3.9007 1.074 -0.376 -0.744
I -11.3778 -13.9416 0.1190 -0.362 -0.763 -0.130
H -15.4254 -10.2608 5.7581 -0.115 0.279 -0.591
C -16.9196 -17.2600 -0.1090 -0.160 -0.969 -2.274
C -20.5222 -12.9250 1.7351 0.016 -0.043 0.576
H -12.4974 -11.3430 -2.5561 0.054 -0.174 0.015
N -14.3251 -11.0587 4.1032 -1.017 0.865 0.238
H -11.7999 -13.1869 5.1192 0.142 0.323 0.038
H -13.6403 -7.8809 1.1686 -0.663 -0.471 -0.435
C -13.3313 -9.4753 -3.1984 -0.466 -0.086 -0.281
N -13.8583 -9.2569 -1.7902 -1.055 -0.785 -1.206
S -17.1088 -12.6964 1.5498 0.203 1.134 -0.420
F -17.0021 -15.3501 -4.6243 -0.118 0.550 0.518
H -11.3087 -8.7101 -2.6666 0.134 -0.464 0.144
N -19.2363 -11.2374 0.4650 1.588 0.423 0.426
H -21.1189 -13.8633 1.6994 0.687 0.374 -0.178
N -17.4579 -10.0168 0.8680 1.392 -0.145 -0.360
F -15.7128 -13.6922 -5.0191 -0.086 0.645 0.438
B -16.0794 -9.3972 1.1773 0.456 0.880 1.473
C -13.9194 -8.4093 0.2501 -0.272 -0.296 -0.891
H -16.7714 -8.8406 3.7311 0.357 -0.028 0.132

***

No. 3
78
Properties=species:S:1:pos:R:3:forces:R:3 method="wB97M-V/def2-TZVPD" gap_ev=8.04 total_charge=+1 homo_energy_ev=-10.12
H -1.2077 5.3959 -0.9069 0.988 -0.189 -0.308
N 1.9145 1.8485 2.7217 0.178 -0.344 -0.417
C 4.4133 2.0344 0.0065 0.950 0.104 0.194
H 4.0860 -3.7914 0.5089 -0.232 0.562 0.460
H 4.9308 1.7683 0.9282 0.078 0.325 0.171
H 4.4763 -0.3508 -4.3053 -0.140 -0.259 -0.277
C -0.2752 3.4273 -0.4414 -0.185 0.077 -1.074
C -1.0281 4.6642 -0.1191 0.119 -0.732 0.248
C 4.5100 -2.9298 -0.0069 0.312 1.079 0.115
C -2.5396 -2.8619 0.1377 1.428 2.045 0.677
H -3.4325 -4.7120 0.6248 0.367 -0.321 -0.435
H -4.5767 -3.6085 0.0391 0.152 0.600 0.048
C -0.9529 1.4036 -4.1859 0.183 -0.640 -0.225
H 1.7829 -5.2772 -1.7390 0.132 -0.498 0.585
H 2.4320 4.5773 4.2308 -0.236 0.633 -0.824
H 0.5520 -2.2069 5.1092 -0.668 0.168 -0.111
C 0.9467 -1.2578 4.7467 -0.091 -0.429 0.989
H 3.7792 -2.2346 -0.4200 -0.666 -0.717 -0.264
H -1.3018 -2.6545 -6.3344 -0.027 0.413 -0.376
C -3.5560 -3.9460 -0.1408 0.411 1.177 0.663
H -3.0092 3.6994 3.5185 0.249 0.184 0.236
O -2.5424 -0.4543 4.4717 0.808 3.096 0.376
H -3.4298 2.1366 4.1877 0.135 -0.298 -0.125
H -0.5831 2.4282 -4.1452 -0.211 -0.084 0.043
N -2.1459 0.6707 -1.0527 -4.023 2.097 0.726
H 0.6191 4.4971 3.7930 0.247 0.247 0.553
C 0.9809 -3.5484 -1.1341 0.307 6.405 2.083
H 0.2201 -5.5086 -0.8039 0.312 0.216 0.165
H 1.5405 3.6323 5.1831 -1.100 -0.121 0.088
C 0.7797 -1.1759 3.3156 0.401 0.137 -0.466
C 1.7712 2.8238 3.3002 -0.255 0.570 0.716
C -2.6012 2.7282 3.7985 -0.312 0.056 0.123
Cl -3.4066 -1.4150 3.8955 0.965 -1.991 -0.555
C 3.5954 -0.1908 -3.6836 0.609 -0.401 -0.408
H -1.8405 2.7801 4.5774 -0.079 0.223 -0.044
H 2.7524 -0.7852 -4.0357 0.040 0.222 -0.120
H -1.6384 -0.9434 -5.7853 0.035 -0.247 -0.211
C -0.2308 0.5491 -3.2780 1.259 -1.009 1.665
H 5.1261 1.8279 -0.7918 -0.268 -0.310 -0.188
N 2.3289 0.4631 -0.0120 2.772 2.028 -0.203
H -2.0057 1.2680 -3.9384 -0.061 0.429 -0.146
N 1.1283 -2.4111 -0.8159 -0.567 -4.879 -1.287
H -2.9735 -2.1223 -6.0238 0.100 0.085 -0.030
C -1.7565 -2.4868 -4.3373 -0.575 0.969 -1.624
N -1.6836 -2.8159 -3.2491 0.209 -0.514 1.004
C 3.2523 1.1862 -0.0236 -2.947 -2.207 -0.355
C -3.1303 1.2843 -0.8190 4.416 -1.661 -0.838
O -4.3481 -1.8001 4.8701 -1.251 -0.637 0.846
C 0.7938 -4.8901 -1.4941 0.240 -1.656 -1.544
N 0.3234 -0.1475 -2.5359 -0.718 1.030 -1.310
H 0.4388 -0.4120 5.2101 -0.255 -0.223 -0.018
H 1.9518 -1.2962 5.1668 0.384 0.393 -0.857
H -2.0613 4.4309 0.1382 0.207 -0.404 0.652
H 5.0716 -3.3856 -0.8223 0.496 0.537 0.088
N 5.7970 -1.2216 1.5163 0.988 1.693 1.223
C 3.3373 1.2411 -3.7164 -0.203 -0.654 0.832
N 3.1424 2.3649 -3.6328 -0.125 0.562 -0.189
C -1.9297 -1.9927 -5.7379 0.216 -0.882 1.231
C -2.0367 2.1132 2.6161 1.123 -2.178 -2.948
C -4.2751 2.1179 -0.5250 -0.288 -0.363 -0.515
C 5.2536 -1.9572 0.8518 -0.952 -3.037 -1.617
H 4.2154 3.1041 -0.0609 -0.397 -0.168 0.248
H -3.5224 -4.2489 -1.1873 0.428 -0.287 0.250
H -4.4081 2.8960 -1.2766 0.115 -0.136 -0.169
C 1.5151 3.9928 4.1548 1.171 -0.840 0.024
H 0.3317 -4.9524 -2.4793 -0.505 0.266 0.052
N -1.7535 -2.0160 0.3851 -2.780 -3.112 -1.204
H -0.7449 0.9557 -5.1576 -0.220 0.458 -0.320
H -0.4507 5.0635 0.7147 -0.543 0.541 0.057
H -4.2067 2.6155 0.4424 -0.055 -0.531 0.113
H 3.8800 -0.5901 -2.7101 -0.257 0.508 0.261
O -2.4985 -2.4934 3.5623 -0.587 -0.865 -0.670
O -4.1085 -0.9758 2.7111 0.306 0.630 -0.209
Ca -0.0370 -0.3048 -0.0500 0.101 0.302 0.390
H -5.0828 1.3937 -0.6309 -0.603 0.480 0.534
N 0.3162 2.4779 -0.7261 -0.663 0.707 0.419
N 0.6399 -1.0649 2.1824 -0.027 -0.067 0.379
N -1.6151 1.5768 1.6558 -0.863 1.640 2.950

***

Number 1: molecular weight 841.6 u, E -237745.759 eV. Number 2: molecular weight 1177.5 u, E -150779.076 eV. Number 3: molecular weight 632.2 u, E -82491.516 eV.